ORCA calculation (the ωB97M-V functional and the def2-TZVPD basis) on a 3-piece molecular cluster, C6H9N overall.

The geometry in ORCA input format:
```
! RIJCOSX wB97M-V def2-TZVPD def2/J DEFGRID3
* xyz 0 1
C -1.700 -1.783 -0.125
C -0.750 -0.746 -0.191
C -0.720 0.587 0.291
C 0.612 0.986 0.264
C 1.182 2.315 0.669
C 1.321 -0.084 -0.349
N 0.496 -1.089 -0.622
H -1.524 -2.678 0.467
H -2.759 -1.545 -0.247
H -0.904 -2.659 -1.275
H -1.550 1.125 0.737
H 1.780 2.759 -0.135
H 1.830 2.229 1.549
H 0.382 3.022 0.912
H 2.339 -0.068 -0.723
H -0.035 -2.372 -1.222
*
```

The HOMO energy (alpha / beta) comes out at -7.86 / -7.86 eV. The calculation puts the maximum force at 0.3 eV/A.

---

ORCA calculation (the ωB97M-V functional and the def2-TZVPD basis) on C6H10O as an isolated structure.

The geometry in ORCA input format:
```
! RIJCOSX wB97M-V def2-TZVPD def2/J DEFGRID3
* xyz 0 1
C -0.926 -1.082 1.773
C 0.293 -0.260 1.365
C -0.059 0.845 0.390
O 1.085 1.625 -0.004
C 0.827 1.332 -1.377
C 1.208 0.000 -1.844
C -0.377 0.466 -1.067
H -1.411 -1.537 0.900
H -1.674 -0.463 2.285
H -0.643 -1.892 2.452
H 1.060 -0.890 0.899
H 0.758 0.205 2.243
H -0.848 1.497 0.790
H 0.765 2.195 -2.037
H 0.868 -0.050 -2.894
H 0.130 -0.628 -1.226
H -1.328 0.572 -1.579
*
```

The HOMO energy comes out at -8.59 eV. The calculation puts the maximum force at 0.4 eV/A.

---

ORCA calculation (the ωB97M-V functional and the def2-TZVPD basis) on C22H26CoF4N4O as an isolated structure.

The geometry in ORCA input format:
```
! RIJCOSX wB97M-V def2-TZVPD def2/J DEFGRID3
* xyz 0 2
Co -0.075 0.434 -0.358
C 1.907 0.029 -2.661
N 2.013 0.582 -1.312
C 3.143 -0.059 -0.648
C 2.203 2.032 -1.360
C 0.968 2.755 -1.905
N -0.243 2.109 -1.439
C -1.422 2.615 -1.816
C -2.594 1.854 -1.557
F -2.398 0.656 -0.921
C -3.865 2.252 -1.904
F -4.911 1.445 -1.655
C -4.085 3.483 -2.503
C -2.974 4.271 -2.747
F -3.151 5.488 -3.294
C -1.690 3.858 -2.450
F -0.686 4.719 -2.752
H 2.804 0.257 -3.250
H 1.034 0.427 -3.170
H 1.789 -1.049 -2.589
H 4.055 0.020 -1.254
H 2.909 -1.111 -0.484
H 3.341 0.410 0.313
H 3.078 2.288 -1.980
H 2.388 2.375 -0.340
H 0.990 2.764 -3.004
H 1.024 3.800 -1.572
H -5.074 3.819 -2.755
N 0.809 0.546 6.611
C -0.300 0.820 5.877
O -1.375 1.022 6.408
C -0.139 0.863 4.399
C -1.265 1.183 3.627
C -1.172 1.219 2.254
N -0.036 0.947 1.582
C 1.040 0.636 2.325
C 1.041 0.590 3.701
H 0.695 0.460 7.607
H 1.709 0.351 6.217
H -2.192 1.405 4.136
H -2.030 1.490 1.655
H 1.947 0.423 1.780
H 1.964 0.349 4.208
C 1.085 -4.676 0.112
C -0.086 -4.126 -0.714
C 0.100 -4.497 -2.193
C -1.409 -4.699 -0.193
C -0.105 -2.665 -0.605
C -0.111 -1.454 -0.513
H 1.118 -5.761 0.046
H 0.975 -4.394 1.158
H 2.029 -4.276 -0.253
H 0.126 -5.578 -2.309
H 1.031 -4.083 -2.576
H -0.719 -4.100 -2.788
H -1.404 -5.786 -0.262
H -2.242 -4.316 -0.777
H -1.562 -4.416 0.846
*
```

The HOMO energy (alpha / beta) comes out at -7.23 / -7.20 eV. The calculation puts the maximum force at 2.4 eV/A. As for the expectation value of S²: 0.94.

---

Record-wise energy relative to the best compared isomer or geometry (same formula, charge and spin) values, in eV: 4.496, 4.408, 0.626